{
  "formula": "C14H19N4O5STl",
  "method": "ωB97M-V with the def2-TZVPD basis set",
  "homo_ev": -8.47,
  "max_force_ev_per_a": 0.58,
  "orbital_gap_ev": 8.4,
  "multiplicity": 1,
  "species": ["Tl", "S", "O", "O", "O", "O", "O", "N", "N", "N", "N", "C", "C", "C", "C", "C", "C", "C", "C", "C", "C", "C", "C", "C", "C", "H", "H", "H", "H", "H", "H", "H", "H", "H", "H", "H", "H", "H", "H", "H", "H", "H", "H", "H"],
  "positions_angstrom": [[1.89, -0.25, -0.84], [1.08, 2.78, 4.15], [1.99, 2.31, -1.07], [0.05, 1.45, -0.40], [1.11, -3.20, -1.28], [2.36, 2.14, 4.27], [0.52, 3.48, 5.27], [0.36, -0.92, -5.17], [1.22, 3.94, 2.98], [0.88, -1.76, -3.06], [0.15, -3.21, -4.62], [-2.33, 0.80, 3.35], [-1.87, -0.46, 2.96], [-1.44, 1.79, 3.71], [0.39, 0.28, 3.29], [0.71, 3.58, 0.50], [0.84, -2.98, -2.44], [-0.51, -0.71, 2.94], [0.45, -1.94, -4.30], [-2.84, -1.55, 2.59], [0.93, 2.36, -0.40], [-0.08, 1.53, 3.66], [1.76, 3.69, 1.63], [-0.34, -3.73, -5.88], [0.40, -4.04, -3.47], [-0.15, -1.70, 2.67], [-0.30, 3.52, 0.92], [-2.84, -2.33, 3.36], [2.42, 4.52, 1.41], [-3.86, -1.17, 2.50], [0.08, -4.72, -6.05], [-0.47, -4.59, -3.14], [0.43, 4.57, 2.99], [-0.03, -3.08, -6.70], [1.46, 0.11, 3.31], [0.55, -0.01, -4.80], [2.38, 2.80, 1.70], [0.78, 4.47, -0.13], [1.22, -4.75, -3.64], [-0.21, -0.98, -6.00], [-3.39, 0.99, 3.39], [-2.55, -2.01, 1.64], [-1.43, -3.81, -5.88], [-1.78, 2.77, 4.05]],
  "lowdin_charge": [1.050, 0.625, -0.177, -0.173, -0.023, -0.291, -0.296, 0.207, -0.140, 0.084, -0.100, -0.030, -0.264, -0.052, -0.052, -0.088, -0.518, -0.030, -0.413, -0.046, -0.790, -0.281, -0.190, -0.023, -0.033, 0.122, 0.108, 0.085, 0.116, 0.074, 0.094, 0.139, 0.108, 0.085, 0.113, 0.122, 0.117, 0.114, 0.140, 0.104, 0.112, 0.081, 0.095, 0.116]
}